No. 1
Entry from the OMol25 dataset: a cluster of 2 separate species, C40H46N3O2 in total (ωB97M-V with the def2-TZVPD basis set).

DFT total energy (hartree): -1866.19678
Maximum force (eV Å⁻¹): 2.08
Multiplicity: 1
Orbital gap (Eh): 0.1617
Charge: +1
Energy relative to the best compared isomer or geometry (same formula, charge and spin) (kJ/mol): 393.0

CARTESIAN COORDINATES (ANGSTROEM)
C (2.34, -7.03, -2.86)
C (2.18, -6.07, -1.69)
N (1.58, -4.83, -2.18)
C (1.69, -3.64, -1.46)
C (1.74, -3.54, -0.04)
C (1.30, -2.36, 0.57)
C (1.10, -1.15, -0.17)
C (0.96, 0.19, 0.41)
C (2.10, 1.05, 0.58)
C (3.37, 0.61, 0.02)
C (4.48, 1.43, -0.14)
C (4.35, 2.79, 0.25)
N (5.16, 3.79, -0.32)
C (6.58, 3.58, -0.62)
C (7.26, 4.94, -0.53)
O (6.67, 5.89, -1.42)
C (5.29, 6.13, -1.16)
C (4.47, 4.85, -1.04)
C (3.20, 3.19, 0.99)
C (2.12, 2.35, 1.19)
C (1.17, -1.24, -1.60)
C (1.47, -2.45, -2.21)
C (0.45, -4.93, -3.09)
C (0.54, -6.08, -4.09)
O (1.11, -7.26, -3.53)
H (3.09, -6.64, -3.57)
H (2.66, -8.02, -2.53)
H (1.55, -6.54, -0.91)
H (3.16, -5.85, -1.25)
H (2.04, -4.42, 0.57)
H (1.07, -2.32, 1.63)
H (-0.07, 0.55, 0.48)
H (3.43, -0.38, -0.45)
H (5.37, 1.05, -0.66)
H (6.99, 2.87, 0.11)
H (6.71, 3.14, -1.63)
H (7.20, 5.29, 0.52)
H (8.31, 4.89, -0.83)
H (5.18, 6.73, -0.24)
H (4.94, 6.74, -2.01)
H (4.22, 4.54, -2.07)
H (3.53, 5.07, -0.54)
H (3.18, 4.22, 1.35)
H (1.24, 2.74, 1.72)
H (0.97, -0.34, -2.19)
H (1.47, -2.51, -3.30)
H (-0.51, -5.06, -2.55)
H (0.35, -4.01, -3.67)
H (-0.46, -6.38, -4.43)
H (1.11, -5.78, -4.98)
C (-1.31, 3.57, 4.45)
C (-0.52, 2.62, 3.78)
C (-0.97, 2.06, 2.58)
C (-2.21, 2.41, 1.99)
C (-2.76, 1.79, 0.76)
C (-3.49, 0.60, 0.82)
N (-4.58, 0.27, 0.03)
C (-5.26, 1.31, -0.76)
C (-6.05, 0.73, -1.94)
C (-7.01, -0.40, -1.56)
C (-6.34, -1.42, -0.66)
C (-5.47, -0.82, 0.45)
C (-2.99, -0.46, 1.75)
C (-3.14, -0.32, 3.14)
C (-2.55, -1.24, 3.99)
C (-1.81, -2.31, 3.46)
C (-1.72, -2.50, 2.07)
C (-2.33, -1.58, 1.22)
C (-2.97, 3.40, 2.68)
C (-2.54, 3.95, 3.89)
H (-0.97, 4.00, 5.39)
H (0.46, 2.31, 4.19)
H (-0.34, 1.35, 2.04)
H (-2.81, 2.43, -0.14)
H (-5.95, 1.88, -0.11)
H (-4.52, 2.04, -1.11)
H (-6.61, 1.54, -2.42)
H (-5.34, 0.36, -2.68)
H (-7.93, 0.00, -1.10)
H (-7.33, -0.90, -2.48)
H (-7.10, -2.05, -0.19)
H (-5.72, -2.11, -1.26)
H (-4.88, -1.63, 0.90)
H (-6.13, -0.47, 1.26)
H (-3.73, 0.53, 3.51)
H (-2.66, -1.11, 5.08)
H (-1.29, -2.98, 4.13)
H (-1.16, -3.34, 1.64)
H (-2.29, -1.70, 0.13)
H (-3.92, 3.71, 2.23)
H (-3.15, 4.68, 4.40)

How is the electron density shared among the atoms? According to Löwdin, the charges in e are: number 1, C, carries -0.18; number 2, C, carries -0.14; number 3, N, carries -0.10; number 4, C, carries -0.20; number 5, C, carries 0.01; number 6, C, carries -0.03; number 7, C, carries -0.25; number 8, C, carries 0.13; number 9, C, carries -0.15; number 10, C, carries 0.04; number 11, C, carries 0.03; number 12, C, carries -0.16; number 13, N, carries -0.07; number 14, C, carries -0.11; number 15, C, carries -0.17; number 16, O, carries -0.13; number 17, C, carries -0.17; number 18, C, carries -0.12; number 19, C, carries 0.01; number 20, C, carries 0.04; number 21, C, carries -0.03; number 22, C, carries -0.02; number 23, C, carries -0.14; number 24, C, carries -0.18; number 25, O, carries -0.13; number 26, H, carries 0.13; number 27, H, carries 0.13; number 28, H, carries 0.13; number 29, H, carries 0.13; number 30, H, carries 0.12; number 31, H, carries 0.11; number 32, H, carries 0.11; number 33, H, carries 0.12; number 34, H, carries 0.13; number 35, H, carries 0.14; number 36, H, carries 0.14; number 37, H, carries 0.13; number 38, H, carries 0.14; number 39, H, carries 0.13; number 40, H, carries 0.14; number 41, H, carries 0.15; number 42, H, carries 0.12; number 43, H, carries 0.13; number 44, H, carries 0.10; number 45, H, carries 0.13; number 46, H, carries 0.12; number 47, H, carries 0.14; number 48, H, carries 0.10; number 49, H, carries 0.13; number 50, H, carries 0.13; number 51, C, carries -0.09; number 52, C, carries -0.09; number 53, C, carries -0.08; number 54, C, carries -0.23; number 55, C, carries -0.03; number 56, C, carries -0.19; number 57, N, carries -0.06; number 58, C, carries -0.15; number 59, C, carries -0.18; number 60, C, carries -0.21; number 61, C, carries -0.18; number 62, C, carries -0.15; number 63, C, carries -0.21; number 64, C, carries -0.03; number 65, C, carries -0.06; number 66, C, carries -0.08; number 67, C, carries -0.09; number 68, C, carries -0.05; number 69, C, carries -0.04; number 70, C, carries -0.08; number 71, H, carries 0.10; number 72, H, carries 0.11; number 73, H, carries 0.06; number 74, H, carries 0.10; number 75, H, carries 0.14; number 76, H, carries 0.10; number 77, H, carries 0.11; number 78, H, carries 0.11; number 79, H, carries 0.12; number 80, H, carries 0.11; number 81, H, carries 0.11; number 82, H, carries 0.11; number 83, H, carries 0.11; number 84, H, carries 0.13; number 85, H, carries 0.13; number 86, H, carries 0.11; number 87, H, carries 0.10; number 88, H, carries 0.10; number 89, H, carries 0.13; number 90, H, carries 0.12; number 91, H, carries 0.11


No. 2
Entry from the OMol25 dataset: a cluster of 2 separate species, C40H46N5O2 in total (ωB97M-V with the def2-TZVPD basis set).

DFT total energy (hartree): -1975.85167
Maximum force (eV Å⁻¹): 1.90
Multiplicity: 1
Orbital gap (Eh): 0.2024
Charge: +1

CARTESIAN COORDINATES (ANGSTROEM)
C (-7.82, -2.78, 2.56)
N (-7.40, -1.53, 1.95)
C (-8.51, -0.82, 1.35)
C (-6.09, -1.16, 1.80)
C (-5.72, 0.09, 1.23)
C (-4.39, 0.40, 1.00)
C (-3.35, -0.51, 1.33)
C (-1.98, -0.18, 1.06)
C (-0.93, -1.02, 1.39)
C (0.43, -0.64, 1.51)
C (1.46, -1.68, 1.57)
C (1.17, -3.01, 1.17)
C (2.09, -4.03, 1.33)
C (3.41, -3.74, 1.75)
N (4.37, -4.73, 1.82)
C (5.74, -4.53, 1.39)
C (4.09, -6.03, 2.39)
C (3.74, -2.40, 2.11)
C (2.76, -1.43, 2.10)
C (0.80, 0.77, 1.63)
C (0.00, 1.71, 2.32)
C (0.36, 3.05, 2.37)
C (1.58, 3.49, 1.81)
N (1.95, 4.83, 1.89)
C (3.16, 5.26, 2.56)
C (1.31, 5.84, 1.07)
C (2.41, 2.55, 1.16)
C (2.01, 1.24, 1.05)
C (-3.72, -1.71, 1.99)
C (-5.05, -2.02, 2.23)
H (-7.17, -3.05, 3.40)
H (-8.85, -2.62, 2.92)
H (-7.85, -3.60, 1.83)
H (-8.21, 0.08, 0.82)
H (-9.05, -1.47, 0.65)
H (-9.23, -0.55, 2.13)
H (-6.49, 0.82, 0.98)
H (-4.14, 1.39, 0.60)
H (-1.76, 0.83, 0.70)
H (-1.14, -2.08, 1.53)
H (0.20, -3.25, 0.75)
H (1.83, -5.06, 1.06)
H (5.84, -3.54, 0.92)
H (6.43, -4.61, 2.24)
H (6.01, -5.30, 0.66)
H (3.09, -6.05, 2.83)
H (4.18, -6.82, 1.63)
H (4.83, -6.25, 3.18)
H (4.76, -2.17, 2.43)
H (3.00, -0.45, 2.53)
H (-0.90, 1.38, 2.83)
H (-0.27, 3.79, 2.88)
H (3.54, 4.46, 3.20)
H (3.94, 5.56, 1.84)
H (2.93, 6.14, 3.19)
H (0.42, 5.41, 0.58)
H (1.02, 6.69, 1.69)
H (2.00, 6.20, 0.29)
H (3.34, 2.90, 0.70)
H (2.65, 0.54, 0.50)
H (-2.93, -2.37, 2.35)
H (-5.28, -2.94, 2.76)
O (1.90, -1.04, -3.15)
C (2.18, 0.15, -3.26)
C (3.20, 0.81, -4.12)
C (3.12, 2.18, -3.91)
C (3.95, 3.07, -4.59)
C (4.86, 2.55, -5.52)
C (4.93, 1.17, -5.75)
C (4.11, 0.28, -5.04)
C (2.05, 2.46, -2.92)
O (1.68, 3.53, -2.46)
N (1.52, 1.20, -2.60)
C (0.35, 1.02, -1.72)
C (-0.92, 0.94, -2.56)
C (-2.32, 1.05, -1.89)
C (-3.26, 0.33, -2.87)
C (-2.30, -0.50, -3.76)
N (-1.01, -0.36, -3.13)
H (3.86, 4.13, -4.37)
H (5.53, 3.23, -6.07)
H (5.63, 0.78, -6.50)
H (4.14, -0.80, -5.18)
H (0.48, 0.08, -1.17)
H (0.33, 1.85, -1.01)
H (-0.88, 1.74, -3.34)
H (-2.29, 0.40, -1.01)
H (-2.62, 2.05, -1.54)
H (-3.95, -0.32, -2.32)
H (-3.86, 1.03, -3.46)
H (-2.61, -1.54, -3.85)
H (-2.25, -0.06, -4.77)
H (-0.19, -0.71, -3.62)

How is the electron density shared among the atoms? According to Löwdin, the charges in e are: number 1, C, carries -0.05; number 2, N, carries -0.18; number 3, C, carries -0.04; number 4, C, carries -0.19; number 5, C, carries 0.00; number 6, C, carries -0.01; number 7, C, carries -0.22; number 8, C, carries -0.01; number 9, C, carries -0.02; number 10, C, carries -0.07; number 11, C, carries -0.16; number 12, C, carries 0.00; number 13, C, carries 0.01; number 14, C, carries -0.22; number 15, N, carries -0.21; number 16, C, carries -0.05; number 17, C, carries -0.06; number 18, C, carries 0.01; number 19, C, carries -0.01; number 20, C, carries -0.19; number 21, C, carries -0.01; number 22, C, carries 0.02; number 23, C, carries -0.23; number 24, N, carries -0.24; number 25, C, carries -0.07; number 26, C, carries -0.06; number 27, C, carries 0.02; number 28, C, carries -0.05; number 29, C, carries 0.00; number 30, C, carries 0.00; number 31, H, carries 0.08; number 32, H, carries 0.10; number 33, H, carries 0.11; number 34, H, carries 0.07; number 35, H, carries 0.10; number 36, H, carries 0.10; number 37, H, carries 0.10; number 38, H, carries 0.12; number 39, H, carries 0.11; number 40, H, carries 0.09; number 41, H, carries 0.11; number 42, H, carries 0.12; number 43, H, carries 0.09; number 44, H, carries 0.09; number 45, H, carries 0.10; number 46, H, carries 0.09; number 47, H, carries 0.09; number 48, H, carries 0.09; number 49, H, carries 0.12; number 50, H, carries 0.12; number 51, H, carries 0.12; number 52, H, carries 0.13; number 53, H, carries 0.09; number 54, H, carries 0.08; number 55, H, carries 0.09; number 56, H, carries 0.09; number 57, H, carries 0.08; number 58, H, carries 0.09; number 59, H, carries 0.13; number 60, H, carries 0.12; number 61, H, carries 0.11; number 62, H, carries 0.10; number 63, O, carries 0.09; number 64, C, carries -0.32; number 65, C, carries -0.08; number 66, C, carries -0.09; number 67, C, carries 0.01; number 68, C, carries -0.05; number 69, C, carries -0.05; number 70, C, carries 0.01; number 71, C, carries -0.33; number 72, O, carries 0.11; number 73, N, carries 0.06; number 74, C, carries -0.07; number 75, C, carries -0.33; number 76, C, carries -0.13; number 77, C, carries -0.15; number 78, C, carries -0.20; number 79, N, carries -0.04; number 80, H, carries 0.12; number 81, H, carries 0.11; number 82, H, carries 0.11; number 83, H, carries 0.12; number 84, H, carries 0.13; number 85, H, carries 0.12; number 86, H, carries 0.16; number 87, H, carries 0.06; number 88, H, carries 0.12; number 89, H, carries 0.10; number 90, H, carries 0.11; number 91, H, carries 0.11; number 92, H, carries 0.11; number 93, H, carries 0.10